An isolated molecule of C5H3N at a distorted geometry, computed with the ωB97M-V functional and the def2-TZVPD basis.

```
9
Properties=species:S:1:pos:R:3:forces:R:3:nbo_charge:R:1
H -0.675 -0.992 2.114 0.1 -0.4 0.5 0.230
H -1.850 0.170 -1.915 -0.1 0.4 -1.6 0.232
C -0.845 -0.852 1.084 -1.6 1.2 -1.6 -0.257
C -1.296 -0.364 0.042 1.1 -1.3 1.3 -0.068
C 0.233 0.674 -1.248 -1.6 0.7 -2.2 0.060
N 1.002 0.600 -0.269 2.4 -0.4 0.8 -0.235
C 1.738 0.270 0.602 -3.0 0.1 -0.7 0.117
H 2.721 0.283 0.855 2.5 0.2 0.6 0.213
C -1.028 0.212 -1.264 0.3 -0.5 2.9 -0.292
```
Positions in Å, forces in eV/Å.

Properties
Multiplicity: 1
E_HOMO (alpha / beta) in eV: -8.7 / -8.7
E_LUMO (alpha / beta) in Eh: -0.010 / -0.010
Relative energy (zero: lowest compared OMol25 entry of this formula, charge and spin) in kJ/mol: 393.9